{"formula": "C44H91INO15", "method": "wB97M-V/def2-TZVPD", "max_force_ha_per_bohr": 0.087, "charge": 1, "orbital_gap_ev": 6.225, "energy_ha": -3211.05105, "species": ["C", "C", "C", "C", "C", "C", "O", "C", "C", "C", "N", "C", "C", "C", "C", "C", "C", "I", "C", "O", "C", "C", "O", "C", "C", "H", "H", "H", "H", "H", "H", "H", "H", "H", "H", "H", "H", "H", "H", "H", "H", "H", "H", "H", "H", "H", "H", "H", "H", "H", "H", "H", "H", "H", "H", "H", "H", "H", "H", "H", "C", "O", "C", "C", "O", "C", "C", "O", "C", "H", "H", "H", "H", "H", "H", "H", "H", "H", "H", "H", "H", "H", "H", "C", "O", "C", "C", "O", "C", "C", "O", "C", "H", "H", "H", "H", "H", "H", "H", "H", "H", "H", "H", "H", "H", "H", "C", "O", "C", "C", "O", "C", "C", "O", "C", "H", "H", "H", "H", "H", "H", "H", "H", "H", "H", "H", "H", "H", "H", "C", "O", "C", "C", "O", "C", "C", "O", "C", "H", "H", "H", "H", "H", "H", "H", "H", "H", "H", "H", "H", "H", "H"], "xyz": [[-3.735873, -1.418147, 0.893992], [-2.593715, -0.885882, 1.955607], [-1.517477, 0.007092, 1.097237], [0.068422, -0.377982, 1.394157], [0.909689, 0.143046, 2.716444], [0.077391, 1.089177, 3.811894], [0.581087, 2.497630, 3.728301], [-0.628450, 3.365754, 3.761944], [2.510725, -0.276169, 2.976811], [3.094464, 0.341507, 4.375743], [3.306395, -1.150477, 1.982615], [4.785281, -1.460929, 2.255432], [4.987855, -2.367661, 3.649762], [5.720583, -0.070411, 2.287906], [7.173842, -0.287528, 1.495313], [8.334561, -0.459930, 2.674104], [2.578824, -1.679615, 0.749995], [3.508669, -3.011001, -0.774120], [0.986861, -1.335250, 0.376374], [0.323337, -1.845858, -0.854526], [-0.459054, -3.060248, -0.582260], [-0.007883, -3.901406, 0.749381], [-0.603177, -5.270140, 0.591053], [-1.865166, -5.379590, 1.338941], [-1.632320, -5.752874, 2.952502], [-4.842504, -1.314120, 1.282754], [-3.544355, -2.569146, 0.724297], [-3.685967, -0.914043, -0.166301], [-2.094065, -1.747496, 2.592401], [-3.167952, -0.173290, 2.721738], [-1.691321, 1.159510, 1.345690], [-1.666160, -0.099730, -0.059752], [-1.081341, 1.072423, 3.643866], [0.318385, 0.750161, 4.930905], [-1.206713, 3.155678, 2.756104], [-0.354339, 4.503804, 3.900839], [-1.316373, 3.086459, 4.693034], [4.212431, 0.119669, 4.611854], [2.994106, 1.526190, 4.291344], [2.437550, 0.042018, 5.315706], [5.301789, -2.109050, 1.433453], [6.012189, -2.060056, 4.125013], [5.041124, -3.498382, 3.324165], [4.073626, -2.274612, 4.382232], [5.154052, 0.753759, 1.677960], [6.009014, 0.238997, 3.382816], [7.169491, -1.203402, 0.766899], [7.449309, 0.686628, 0.906463], [9.352582, -0.867996, 2.248075], [8.532167, 0.598324, 3.164563], [7.923945, -1.147761, 3.554698], [-1.631292, -2.841784, -0.595369], [-0.283796, -3.786861, -1.513119], [-0.490308, -3.438373, 1.721635], [1.143175, -4.075544, 0.867182], [-2.597276, -4.478915, 1.190279], [-2.427322, -6.335282, 0.896340], [-0.606082, -5.361599, 3.359785], [-1.662328, -6.926553, 3.141901], [-2.574916, -5.306152, 3.503784], [0.975785, -1.286110, -4.584186], [1.095653, -2.641269, -4.981030], [0.328592, -3.542001, -4.184633], [-0.460158, -4.530620, -5.058635], [-1.506408, -3.958883, -5.850837], [-1.113415, -3.084111, -6.915572], [-0.321654, -3.736414, -8.057143], [0.974894, -4.137913, -7.622374], [1.335938, -5.442815, -8.041402], [1.732153, -1.054895, -3.827752], [1.154611, -0.659473, -5.462164], [-0.024046, -1.050769, -4.204636], [-0.356523, -3.015051, -3.518731], [1.038934, -4.108169, -3.568781], [-0.958329, -5.235831, -4.381535], [0.198722, -5.139810, -5.673435], [-0.596539, -2.211952, -6.524795], [-2.050103, -2.703888, -7.342814], [-0.178603, -3.000130, -8.855457], [-0.895357, -4.577737, -8.464217], [0.486973, -6.134767, -8.028901], [2.087669, -5.827025, -7.347892], [1.779972, -5.404380, -9.049037], [-4.570855, -4.092842, -3.890016], [-5.974686, -3.902681, -3.927576], [-6.622549, -4.166489, -2.684746], [-7.615080, -3.049980, -2.321892], [-7.033210, -1.776366, -2.024499], [-6.400184, -1.080973, -3.105717], [-7.328110, -0.625316, -4.240134], [-7.834773, -1.738879, -4.971249], [-9.226861, -1.664932, -5.226847], [-4.332620, -5.132272, -4.136137], [-4.121017, -3.441687, -4.644430], [-4.140718, -3.825133, -2.919233], [-5.906712, -4.298169, -1.871897], [-7.179383, -5.104183, -2.807505], [-8.128312, -3.358681, -1.402514], [-8.399615, -2.949503, -3.068634], [-5.559009, -1.651903, -3.489111], [-5.963739, -0.179011, -2.657978], [-6.753566, -0.013810, -4.944295], [-8.133704, -0.007181, -3.825893], [-9.781968, -1.227734, -4.389945], [-9.599465, -2.680830, -5.377826], [-9.409649, -1.087288, -6.147112], [-3.814864, 6.240382, 1.298744], [-4.944667, 5.469246, 0.928329], [-5.815705, 6.131100, 0.013349], [-6.213309, 5.207795, -1.149748], [-5.155078, 4.846312, -2.043381], [-4.119265, 4.005669, -1.520179], [-4.548673, 2.586871, -1.122446], [-5.402757, 2.606851, 0.018346], [-6.544484, 1.777288, -0.112009], [-4.056190, 6.851601, 2.173912], [-3.007549, 5.552090, 1.563305], [-3.457706, 6.874455, 0.480517], [-5.372642, 7.046755, -0.381308], [-6.720978, 6.400552, 0.572171], [-6.940299, 5.754334, -1.763540], [-6.740576, 4.322963, -0.800069], [-3.595897, 4.502015, -0.707618], [-3.383491, 3.910049, -2.328871], [-3.658526, 2.011110, -0.846728], [-5.023517, 2.095884, -1.980422], [-6.947600, 1.779491, -1.130433], [-7.321468, 2.160853, 0.553459], [-6.298715, 0.748691, 0.197117], [7.031867, 3.883950, 2.278517], [7.087395, 4.785422, 3.370568], [6.602698, 4.235018, 4.593708], [7.560501, 4.529796, 5.759510], [8.835441, 3.882365, 5.692681], [9.723598, 4.298924, 4.648180], [10.229781, 5.744924, 4.739997], [9.176353, 6.676270, 4.507303], [9.146628, 7.744730, 5.438012], [6.061380, 3.968016, 1.779684], [7.816117, 4.162809, 1.569513], [7.212107, 2.848149, 2.584679], [6.437202, 3.159129, 4.519162], [5.639019, 4.717334, 4.801313], [7.086586, 4.148508, 6.672737], [7.679931, 5.598561, 5.922884], [9.292035, 4.093020, 3.672534], [10.598127, 3.640625, 4.727741], [10.980558, 5.908114, 3.959238], [10.707394, 5.902622, 5.714516], [9.415335, 7.423820, 6.450191], [8.127420, 8.136681, 5.473561], [9.818119, 8.552131, 5.104582]], "forces_ev_per_angstrom": [[-0.2, -1.2, 0.0], [-1.0, 0.8, -0.1], [1.2, 0.5, 0.1], [4.3, -0.8, 1.0], [0.7, -2.0, -2.4], [1.5, 0.0, 0.5], [-2.5, -1.0, 0.1], [-0.7, 0.2, 0.3], [-2.7, -0.2, -1.5], [0.1, 0.9, -0.2], [-4.2, 1.0, -0.5], [2.2, 0.0, 1.2], [-0.4, -0.4, -0.9], [0.3, -0.3, -1.2], [0.5, 0.2, 1.3], [-0.3, 0.2, 0.1], [-3.0, 1.6, 0.7], [-0.7, 1.5, 1.7], [0.3, 1.4, 2.4], [1.9, 0.6, 3.9], [-0.6, -2.3, -0.6], [-1.1, -0.8, 0.1], [-0.8, 2.2, 1.1], [-0.7, -2.1, 0.6], [-0.7, -0.2, -0.4], [2.4, -0.1, -0.6], [-0.5, 2.2, 0.2], [0.0, -0.8, 2.2], [-1.0, 1.7, -1.5], [1.5, -1.5, -1.6], [0.6, -2.5, -0.5], [0.3, 0.0, 2.3], [2.4, -0.3, 0.0], [-0.6, 0.4, -2.5], [0.9, 0.8, 2.0], [-0.2, -2.5, -0.6], [1.4, 0.5, -2.0], [-2.2, 0.2, -0.7], [0.1, -2.6, 0.0], [1.3, 0.3, -2.2], [-1.8, 1.3, 1.1], [-2.2, -0.6, -0.8], [-0.1, 2.3, 0.7], [2.0, 0.0, -1.4], [0.9, -1.4, 1.6], [-0.9, -0.4, -2.2], [-0.1, 1.7, 1.4], [-0.7, -2.0, 1.0], [-2.1, 0.8, 0.9], [-0.4, -2.1, -1.0], [1.1, 1.3, -2.0], [2.6, -0.2, 0.3], [-0.2, 1.6, 2.1], [1.3, -0.7, -1.9], [-2.2, 0.6, -0.4], [1.6, -1.4, 0.3], [1.3, 2.2, 0.7], [-2.1, -0.5, -0.7], [0.2, 2.6, -0.6], [2.2, -0.8, -0.8], [0.3, -0.1, -0.2], [-0.6, 0.2, 0.4], [0.3, -0.3, -0.8], [-0.2, 0.1, 0.2], [0.5, 0.1, 0.1], [-0.2, -0.1, -0.3], [0.1, 0.3, 0.5], [-0.4, -0.5, 0.0], [0.4, 0.2, -0.2], [-0.1, 0.2, 0.1], [0.1, -0.1, 0.1], [0.0, -0.1, 0.1], [-0.1, 0.2, -0.1], [-0.2, -0.2, 0.1], [-0.1, 0.2, 0.0], [0.2, 0.2, 0.0], [0.3, 0.0, 0.0], [0.1, -0.2, 0.1], [-0.3, 0.1, 0.0], [0.1, 0.0, 0.1], [0.0, 0.1, -0.1], [0.0, 0.1, -0.1], [-0.2, -0.2, 0.2], [-0.2, 0.0, -0.5], [0.3, 0.2, 0.7], [-0.6, 0.4, -0.6], [0.1, -0.2, 0.2], [0.1, -0.1, -0.4], [-0.2, 0.2, 0.0], [0.3, -0.5, 0.0], [-0.4, 0.3, 0.5], [0.1, -0.1, -0.4], [0.2, 0.0, 0.1], [0.0, -0.2, 0.0], [0.0, -0.1, 0.1], [0.2, 0.1, 0.0], [-0.1, 0.0, 0.3], [0.2, 0.1, 0.0], [0.2, -0.1, -0.2], [-0.1, -0.2, -0.2], [-0.2, 0.0, 0.1], [0.1, 0.2, 0.2], [0.0, -0.1, 0.0], [0.1, 0.1, 0.0], [0.1, 0.1, -0.1], [-0.1, 0.0, 0.3], [-0.2, -0.2, 0.2], [0.4, 0.4, -0.4], [-0.3, -0.7, 0.0], [-0.1, 0.3, 0.0], [0.1, -0.3, 0.5], [-0.1, -0.1, -0.3], [-0.1, 0.6, 0.3], [-0.2, -0.1, -0.6], [0.1, -0.2, 0.4], [0.2, 0.2, -0.1], [-0.1, 0.0, 0.1], [-0.1, 0.0, 0.0], [0.2, 0.0, 0.0], [-0.1, 0.1, -0.2], [0.3, 0.0, 0.0], [0.1, 0.0, 0.3], [-0.1, -0.1, 0.3], [-0.2, 0.0, 0.0], [0.2, 0.0, -0.2], [-0.1, 0.1, 0.1], [0.1, 0.0, 0.0], [0.1, 0.0, 0.0], [-0.2, 0.1, -0.2], [0.0, 0.5, 0.0], [0.0, -0.8, 0.1], [0.4, 0.8, 0.2], [-0.1, -0.3, 0.1], [-0.2, 0.3, -0.3], [0.3, 0.1, 0.2], [-0.4, -0.3, -0.3], [0.1, -0.1, 0.6], [0.0, 0.3, -0.4], [0.0, -0.2, -0.1], [-0.1, 0.1, 0.0], [-0.1, 0.0, 0.1], [0.1, -0.2, -0.1], [0.0, -0.1, 0.2], [0.1, -0.1, -0.1], [0.0, 0.1, -0.3], [-0.1, 0.2, -0.1], [-0.1, 0.1, 0.2], [0.2, -0.2, 0.1], [-0.1, 0.0, 0.0], [0.1, 0.0, -0.1], [0.1, 0.0, -0.1], [-0.1, -0.1, 0.3]]}